110
Properties=species:S:1:pos:R:3:forces:R:3 method="wB97M-V/def2-TZVPD" lumo_energy_ev=-3.079 total_charge=+1 homo_ev=-11.293 spin_multiplicity=1
C 1.976891 -1.437527 4.355241 0.647 1.167 -0.553
O 0.534488 -1.154006 4.280520 0.713 -1.962 0.161
C -0.275589 -2.380409 4.478584 -0.908 -0.032 1.809
C -1.829165 -2.081323 4.050080 0.190 1.029 0.236
C -2.129350 -2.121071 2.439275 -0.996 -0.686 -0.049
C -1.112681 -3.062420 1.563329 -0.639 0.139 -1.073
C 0.142577 -2.227407 0.869225 -1.086 -0.711 0.947
C -0.460262 -1.497972 -0.476667 0.872 -0.415 -0.718
C 0.306384 -0.106039 -0.897525 -1.109 1.119 -0.211
C 0.509735 0.954445 0.349646 0.943 -0.848 0.195
C 1.165074 2.404492 -0.110469 0.420 -1.031 1.228
C 1.755024 3.097057 1.280403 1.815 -0.624 -1.246
N 0.595630 3.798018 2.016170 1.695 0.530 0.055
S -0.107928 2.813760 3.285866 -1.231 -1.026 1.504
H 2.294000 -2.175655 5.206879 -0.808 1.193 -1.712
H 2.327608 -1.758524 3.276353 -0.466 0.198 2.267
H 2.519971 -0.398904 4.578889 -1.246 -2.211 -0.410
H -0.285094 -2.562898 5.658603 0.022 0.215 -2.380
H 0.193208 -3.347700 4.013163 -0.790 2.068 0.453
H -2.587337 -2.757875 4.675506 1.900 1.199 -1.516
H -2.063225 -0.967064 4.409529 0.611 -2.421 -0.596
H -2.231184 -1.020194 2.012564 0.520 -2.305 0.785
H -3.215325 -2.600463 2.315568 2.312 1.105 0.262
H -1.745859 -3.484007 0.643031 1.360 0.755 2.055
H -0.776110 -4.002437 2.173689 -0.553 1.865 -1.129
H 0.547840 -1.494381 1.686436 -0.776 -1.137 -1.693
H 0.982730 -3.016821 0.663288 -1.497 1.670 0.000
H -1.641171 -1.344416 -0.429416 2.659 -0.140 0.243
H -0.295008 -2.250653 -1.388434 -0.412 1.575 1.959
H -0.404662 0.437118 -1.685211 1.626 -1.139 1.506
H 1.339884 -0.259258 -1.432534 -1.980 0.085 1.163
H -0.472247 1.076639 1.004541 1.926 -0.153 -1.611
H 1.311834 0.469995 1.086188 -1.703 0.996 -1.489
H 0.335722 3.041314 -0.637200 1.762 -0.866 0.922
H 2.116706 2.252235 -0.805806 -2.250 0.311 1.394
H 2.634022 3.851808 1.057757 -2.011 -1.308 0.357
H 2.208617 2.294870 2.031036 -1.119 1.658 -1.823
H -0.136576 3.956021 1.289544 0.256 -0.023 0.823
H 0.888263 4.716582 2.439998 -0.340 -0.992 -0.809
H 0.902882 2.201156 4.069527 -0.272 1.117 -1.516
O 4.594623 3.754466 -0.113550 0.508 -1.319 -0.887
C 5.255754 3.084011 -0.900280 -0.170 0.476 0.619
O 5.083503 1.746098 -0.977522 -0.734 0.597 0.348
C 5.645581 0.909238 -2.004991 0.372 -0.310 -0.172
C 7.045463 0.462620 -1.632479 0.160 0.120 0.152
C 6.336953 3.720833 -1.728346 -0.243 0.383 -0.525
H 5.606179 1.399305 -2.981115 0.017 0.086 0.160
H 4.996063 0.029296 -2.075438 -0.057 0.340 0.194
H 7.728085 1.312012 -1.545577 -0.044 -0.081 -0.121
H 7.443002 -0.225960 -2.383011 -0.077 0.079 0.080
H 7.040999 -0.040827 -0.660526 -0.075 -0.007 -0.182
H 7.268617 3.730764 -1.157484 -0.093 -0.042 -0.080
H 6.041678 4.751576 -1.949504 0.109 -0.180 0.291
H 6.493030 3.237231 -2.691289 0.157 -0.145 0.165
O 0.787407 1.726347 -5.036424 -1.349 1.491 0.925
C -0.047813 2.596953 -4.812821 0.900 -1.271 -0.669
O -0.323249 2.976585 -3.545674 0.628 -0.138 0.246
C -1.116682 4.124400 -3.192199 -0.391 -0.050 -0.063
C -2.589887 3.770019 -3.147694 -0.165 -0.097 -0.146
C -0.850332 3.194216 -5.935083 0.300 0.475 -0.396
H -0.907151 4.969763 -3.852498 -0.001 -0.147 -0.043
H -0.791109 4.427555 -2.190583 0.120 -0.204 -0.198
H -2.956949 3.455424 -4.128148 0.075 0.111 0.028
H -3.182507 4.626241 -2.814287 0.110 -0.116 0.030
H -2.762326 2.934459 -2.461927 0.066 0.195 0.012
H -1.733798 2.576599 -6.114015 0.071 0.101 0.042
H -0.230580 3.202398 -6.837507 -0.159 -0.256 0.211
H -1.145113 4.227747 -5.760708 -0.216 -0.112 0.099
O 4.036003 -6.408066 -3.367537 -1.621 1.452 -0.727
C 3.066318 -5.681414 -3.560504 1.377 -0.937 0.508
O 2.957635 -4.968530 -4.703146 0.248 -0.392 -0.250
C 1.771836 -4.264541 -5.115744 0.006 0.199 0.070
C 1.740689 -2.867595 -4.527972 0.060 0.105 0.181
C 2.024812 -5.494965 -2.492453 -0.499 -0.499 0.129
H 0.870195 -4.837861 -4.885783 0.116 0.014 0.106
H 1.820781 -4.192127 -6.208216 0.217 -0.193 0.249
H 1.697196 -2.892363 -3.435961 -0.105 -0.030 -0.062
H 0.873328 -2.313380 -4.896763 0.096 -0.037 0.020
H 2.648921 -2.318741 -4.796384 -0.156 -0.095 -0.084
H 2.333485 -4.685711 -1.826262 -0.061 -0.046 -0.086
H 1.949255 -6.423202 -1.916958 0.236 0.262 -0.046
H 1.027580 -5.298660 -2.882942 0.061 0.242 0.027
O -3.478856 4.699370 0.101549 -1.068 1.174 -0.680
C -4.448540 5.426021 -0.091418 0.839 -0.460 0.364
O -4.557223 6.138906 -1.234059 0.483 -0.710 0.016
C -5.743022 6.842895 -1.646657 -0.225 0.387 -0.012
C -5.774169 8.239841 -1.058885 0.106 0.080 0.209
C -5.490046 5.612471 0.976634 -0.453 -0.537 0.077
H -6.644664 6.269576 -1.416696 0.148 0.001 0.104
H -5.694078 6.915309 -2.739130 0.225 -0.210 0.249
H -5.817662 8.215073 0.033125 -0.114 -0.009 -0.103
H -6.641530 8.794056 -1.427676 0.100 -0.083 0.026
H -4.865937 8.788695 -1.327298 -0.155 -0.096 -0.078
H -5.181373 6.421725 1.642825 -0.069 -0.050 -0.104
H -5.565603 4.684233 1.552128 0.233 0.256 -0.043
H -6.487278 5.808775 0.586144 0.100 0.247 0.026
O -1.650078 -7.016193 2.058090 -0.334 -0.034 2.184
C -1.633199 -6.995028 3.284798 -0.023 0.155 -1.623
O -2.736158 -7.321835 3.993550 -0.029 -0.305 -0.459
C -2.757440 -7.535981 5.416802 -0.062 0.165 0.152
C -2.966083 -6.229538 6.156787 0.047 0.227 -0.036
C -0.415985 -6.515463 4.025499 0.585 -0.441 0.077
H -1.864544 -8.070577 5.750682 0.007 0.119 -0.104
H -3.606558 -8.199653 5.615991 0.167 0.111 -0.335
H -2.142243 -5.532754 5.981361 0.016 -0.098 0.085
H -3.048395 -6.404827 7.232879 0.004 0.003 -0.112
H -3.878782 -5.734529 5.810208 0.061 -0.173 0.065
H -0.467809 -5.429817 4.138056 -0.039 -0.131 0.069
H 0.470740 -6.772386 3.437080 -0.269 0.213 -0.040
H -0.281277 -6.986661 4.997772 -0.130 0.214 0.086